{"formula": "C26H31NO4", "method": "wB97M-V/def2-TZVPD", "charge": 0, "spin_multiplicity": 1, "smiles": "COc1ccc(C(OC[C@@H](O)CN[C@H](C)c2ccccc2)c2ccc(OC)cc2)cc1", "orbital_gap_ha": 0.3189, "e_above_lowest_kcal_mol": 31.0, "elements": ["C", "O", "C", "C", "C", "C", "C", "O", "C", "C", "O", "C", "N", "C", "C", "C", "C", "C", "C", "C", "C", "C", "C", "C", "C", "O", "C", "C", "C", "C", "C", "H", "H", "H", "H", "H", "H", "H", "H", "H", "H", "H", "H", "H", "H", "H", "H", "H", "H", "H", "H", "H", "H", "H", "H", "H", "H", "H", "H", "H", "H", "H"], "coordinates": [[-4.198, -4.389, -1.764], [-4.644, -3.513, -0.758], [-3.740, -2.670, -0.182], [-4.241, -1.828, 0.812], [-3.411, -0.940, 1.461], [-2.062, -0.865, 1.135], [-1.163, 0.147, 1.808], [0.162, -0.352, 1.795], [1.102, 0.459, 2.463], [2.452, 0.278, 1.772], [3.373, 1.190, 2.326], [2.962, -1.161, 1.922], [4.159, -1.360, 1.112], [3.921, -2.060, -0.147], [5.263, -2.425, -0.785], [3.115, -1.194, -1.086], [1.916, -1.651, -1.615], [1.176, -0.858, -2.476], [1.631, 0.403, -2.820], [2.827, 0.867, -2.297], [3.564, 0.074, -1.437], [-1.293, 1.456, 1.052], [-0.600, 1.639, -0.134], [-0.711, 2.815, -0.854], [-1.540, 3.832, -0.395], [-1.730, 5.029, -1.020], [-1.037, 5.277, -2.218], [-2.246, 3.648, 0.795], [-2.118, 2.476, 1.509], [-1.568, -1.697, 0.144], [-2.392, -2.598, -0.510], [-3.802, -3.843, -2.627], [-3.434, -5.078, -1.388], [-5.074, -4.958, -2.070], [-5.289, -1.895, 1.059], [-3.815, -0.296, 2.228], [-1.495, 0.297, 2.849], [0.826, 1.518, 2.409], [1.175, 0.172, 3.522], [2.310, 0.496, 0.704], [4.240, 0.934, 1.985], [3.199, -1.320, 2.977], [2.152, -1.847, 1.641], [4.856, -1.878, 1.637], [3.353, -2.995, 0.026], [5.808, -3.122, -0.152], [5.099, -2.890, -1.754], [5.868, -1.533, -0.922], [1.556, -2.636, -1.350], [0.239, -1.221, -2.873], [1.054, 1.021, -3.492], [3.186, 1.853, -2.558], [4.488, 0.442, -1.018], [0.045, 0.852, -0.495], [-0.146, 2.922, -1.766], [0.047, 5.250, -2.069], [-1.333, 6.278, -2.528], [-1.314, 4.560, -2.998], [-2.884, 4.446, 1.140], [-2.664, 2.354, 2.434], [-0.521, -1.645, -0.106], [-1.970, -3.235, -1.272]]}

=====

{"formula": "C23H17F4N6S2SbTc", "method": "wB97M-V/def2-TZVPD", "charge": 4, "spin_multiplicity": 4, "orbital_gap_ha": [0.2074, 0.1698], "elements": ["Tc", "C", "C", "N", "C", "C", "S", "C", "C", "S", "C", "N", "C", "H", "H", "H", "H", "H", "H", "H", "H", "F", "C", "C", "F", "C", "C", "C", "F", "C", "C", "C", "N", "C", "N", "F", "C", "C", "N", "C", "N", "C", "Sb", "C", "C", "H", "H", "H", "H", "H", "H", "H", "H", "H"], "coordinates": [[1.451, 0.941, 1.128], [4.204, 1.129, -1.146], [4.189, 2.007, 0.059], [3.162, 2.072, 0.915], [3.412, 2.957, 1.961], [4.617, 3.557, 1.892], [5.463, 3.004, 0.502], [2.309, 3.065, 2.909], [2.149, 3.825, 4.008], [0.593, 3.573, 4.680], [0.189, 2.468, 3.488], [1.194, 2.257, 2.618], [-1.170, 1.859, 3.416], [3.276, 0.555, -1.215], [5.038, 0.428, -1.109], [4.309, 1.717, -2.059], [5.062, 4.277, 2.562], [2.841, 4.522, 4.457], [-1.931, 2.640, 3.382], [-1.365, 1.256, 4.304], [-1.278, 1.240, 2.530], [0.957, -3.545, 2.321], [-0.073, -4.365, 2.484], [0.139, -5.674, 2.819], [1.362, -6.099, 2.973], [-0.968, -6.574, 2.990], [-2.274, -6.047, 2.800], [-2.469, -4.715, 2.466], [-3.691, -4.279, 2.302], [-1.374, -3.841, 2.302], [-1.581, -2.475, 1.955], [-0.560, -1.495, 1.739], [0.125, -0.593, 1.516], [-2.841, -1.861, 1.771], [-3.775, -1.201, 1.609], [-3.324, -6.797, 2.936], [-0.773, -7.937, 3.339], [0.504, -8.486, 3.577], [1.522, -8.980, 3.810], [-1.839, -8.848, 3.478], [-2.663, -9.650, 3.595], [-0.532, 4.199, 0.006], [-0.148, 2.248, -0.672], [-1.965, 1.242, -0.982], [0.843, 2.378, -2.524], [-0.906, 4.751, -0.857], [0.386, 4.654, 0.368], [-1.292, 4.174, 0.785], [-2.554, 1.884, -1.639], [-2.498, 1.097, -0.046], [-1.771, 0.293, -1.477], [0.104, 2.781, -3.219], [1.163, 1.396, -2.864], [1.684, 3.062, -2.441]]}

=====

{"formula": "CH5OS", "method": "wB97M-V/def2-TZVPD", "charge": -1, "spin_multiplicity": 1, "orbital_gap_ha": 0.2311, "e_above_lowest_kcal_mol": 13.3, "elements": ["C", "S", "H", "H", "H", "H", "H", "O"], "coordinates": [[1.167, -0.089, 0.786], [-0.504, -0.809, 1.071], [2.045, -0.845, 0.709], [1.068, 0.464, -0.192], [1.383, 0.576, 1.604], [-0.760, 0.647, -2.837], [-0.739, 1.454, -1.591], [-0.241, 1.397, -2.443]]}

=====

{"formula": "C3H7N2P3", "method": "wB97M-V/def2-TZVPD", "charge": 0, "spin_multiplicity": 1, "orbital_gap_ha": [0.1732, 0.1735], "e_above_lowest_kcal_mol": 85.6, "elements": ["C", "C", "C", "N", "N", "P", "P", "P", "H", "H", "H", "H", "H", "H", "H"], "coordinates": [[0.834, 0.795, 3.747], [0.358, 0.807, 2.464], [0.420, -1.257, 3.083], [0.900, -0.521, 4.148], [0.065, -0.450, 2.159], [-1.063, -0.311, -3.564], [-1.348, -0.684, -0.309], [-0.218, 0.462, -1.698], [1.314, 1.557, 4.260], [0.412, 1.535, 1.691], [0.617, -2.328, 2.985], [-0.009, -1.199, -3.692], [-0.137, 0.420, -4.414], [-0.455, -1.628, -0.382], [-1.114, 1.512, -1.709]]}

=====

{"formula": "C29H45FLuN2O5S", "method": "wB97M-V/def2-TZVPD", "charge": 3, "spin_multiplicity": 1, "orbital_gap_ha": 0.0679, "elements": ["C", "C", "C", "C", "N", "C", "C", "C", "O", "C", "C", "O", "C", "C", "O", "C", "C", "C", "N", "C", "C", "C", "C", "F", "C", "C", "C", "O", "C", "C", "C", "C", "C", "C", "C", "S", "C", "O", "H", "H", "H", "H", "H", "H", "H", "H", "H", "H", "H", "H", "H", "H", "H", "H", "H", "H", "H", "H", "H", "H", "H", "H", "H", "H", "H", "H", "H", "H", "H", "H", "H", "H", "H", "H", "H", "H", "H", "H", "H", "H", "H", "H", "H", "Lu"], "coordinates": [[2.667, -2.715, 4.026], [2.394, -1.281, 3.506], [1.233, -1.214, 2.509], [1.346, 0.018, 1.588], [0.072, 0.566, 1.041], [-0.220, -0.077, -0.164], [0.278, 0.311, -1.352], [1.177, 1.531, -1.485], [2.305, 1.517, -0.591], [2.368, 2.540, 0.293], [3.338, 3.758, -0.177], [2.852, 4.197, -1.370], [2.176, 5.464, -1.300], [1.766, 5.871, -2.752], [1.802, 4.705, -3.541], [2.082, 4.959, -4.928], [0.764, 4.836, -5.710], [-0.053, -0.442, -2.483], [0.444, -0.160, -3.725], [-0.935, -1.578, -2.424], [-1.260, -2.285, -3.704], [-2.063, -1.334, -4.673], [-3.488, -1.788, -4.925], [-4.184, -1.921, -3.756], [-1.443, -1.939, -1.223], [-1.114, -1.215, -0.081], [-1.747, -1.613, 1.248], [-2.101, -0.778, 2.048], [-1.916, -3.088, 1.434], [-1.765, -3.660, 2.795], [-2.810, -3.036, 3.799], [-2.258, -2.049, 4.834], [-0.949, -2.483, 5.492], [-3.334, -1.965, 5.981], [-2.204, -3.807, 0.301], [-2.438, -5.503, 0.232], [-2.359, -3.127, -1.038], [-3.166, -3.510, -1.849], [2.345, -3.449, 3.286], [3.738, -2.853, 4.160], [2.203, -2.911, 4.987], [2.220, -0.640, 4.372], [3.325, -0.967, 3.026], [0.278, -1.217, 3.031], [1.322, -2.101, 1.873], [1.890, 0.787, 2.164], [2.025, -0.268, 0.780], [0.107, 1.571, 0.928], [1.576, 1.632, -2.487], [0.540, 2.410, -1.350], [1.376, 3.009, 0.561], [2.843, 2.069, 1.257], [4.437, 3.495, -0.192], [3.199, 4.620, 0.603], [1.280, 5.436, -0.666], [2.837, 6.232, -0.889], [0.757, 6.287, -2.725], [2.495, 6.604, -3.099], [2.741, 4.153, -5.250], [2.579, 5.913, -5.102], [0.443, 3.798, -5.612], [0.856, 5.154, -6.743], [0.028, 5.424, -5.161], [-0.243, 0.266, -4.343], [1.304, 0.369, -3.690], [-0.306, -2.529, -4.178], [-1.777, -3.220, -3.542], [-1.496, -1.143, -5.581], [-2.143, -0.370, -4.150], [-3.991, -1.015, -5.511], [-3.481, -2.694, -5.533], [-1.935, -4.731, 2.796], [-0.718, -3.519, 3.088], [-3.349, -3.836, 4.300], [-3.522, -2.473, 3.192], [-2.148, -1.029, 4.473], [-0.133, -2.467, 4.767], [-1.012, -3.428, 6.028], [-0.684, -1.710, 6.217], [-4.245, -2.491, 5.701], [-2.948, -2.340, 6.924], [-3.622, -0.923, 6.123], [-1.652, -5.980, 1.224], [3.407, 3.369, 2.067]]}